Entry 1:
{"formula": "C3H8N3", "method": "the ωB97M-V functional and the def2-TZVPD basis", "e_homo_ev": -14.32, "total_charge": 1, "de_lowest_kj_mol": 382.5, "total_energy_ev": -7701.314, "smiles": "[NH3+]N1CC=NC1", "lumo_ev": -4.18, "symbols": ["N", "N", "N", "C", "C", "C", "H", "H", "H", "H", "H", "H", "H", "H"], "coordinates": [[-0.307196, -0.356856, -0.411047], [-0.915490, 0.915605, -0.818032], [1.900433, -0.643091, 0.354314], [-0.319780, -0.641067, 1.031350], [1.152886, -0.782864, 1.409427], [1.141333, -0.475541, -0.860243], [1.171827, -1.363622, -1.475314], [1.546594, -0.876840, 2.427041], [-0.837369, -1.580086, 1.104909], [-0.823519, 0.125417, 1.755497], [-1.773700, 1.255450, -0.305111], [1.578286, 0.456981, -1.512072], [-0.190349, 1.752270, -0.828432], [-1.205906, 0.944153, -1.927116]], "forces_ev_per_a": [[-0.5371, 1.0969, -0.8927], [0.8961, 2.6597, -2.9525], [-0.2730, -0.4095, 1.7653], [-0.4613, 1.1469, 1.8423], [0.5381, 0.9714, -3.0960], [0.3402, 1.8754, -0.1030], [0.3590, -0.1576, -0.2092], [-0.1328, -0.1568, -0.5009], [-0.3277, -0.4126, 0.5392], [0.6025, -1.1133, -1.6199], [1.0628, -0.9360, -0.2313], [-1.2950, -2.0272, 1.5973], [-1.4581, -1.7156, 0.5414], [0.6863, -0.8216, 3.3198]], "lowdin_charge": [-0.1389, 0.1423, 0.0542, -0.1411, -0.0698, -0.1759, 0.1160, 0.1302, 0.1122, 0.1584, 0.1864, 0.1719, 0.2050, 0.2491]}

Entry 2:
{"formula": "C3H8N3", "method": "the ωB97M-V functional and the def2-TZVPD basis", "e_homo_ev": -13.62, "total_charge": 1, "de_lowest_kj_mol": 396.5, "total_energy_ev": -7701.169, "smiles": "C=N/N=C(\\C)[NH3+]", "lumo_ev": -3.87, "symbols": ["N", "N", "N", "C", "C", "C", "H", "H", "H", "H", "H", "H", "H", "H"], "coordinates": [[-0.244544, 0.128648, 1.046733], [0.792640, 0.522410, 1.628786], [-1.812162, -0.579461, -0.523130], [1.885686, 0.017585, 1.911341], [-0.480330, -0.019358, -0.190808], [0.147265, 0.507944, -1.388477], [0.542207, -0.256878, -1.894365], [-2.264730, -0.016443, -1.289976], [0.949397, 1.144850, -1.130371], [-1.549283, -1.605486, -0.769300], [-2.269202, -0.365920, 0.351448], [2.659355, 0.504165, 2.587785], [2.184563, -0.968849, 1.767592], [-0.540862, 0.986791, -2.107256]], "forces_ev_per_a": [[-2.1755, -2.8110, -1.2891], [0.6774, 3.0630, 0.4979], [1.0920, -0.6251, -0.5107], [2.2071, 0.6047, 2.2421], [0.2178, 1.7355, 0.4076], [-0.8662, 2.1143, 0.5161], [1.8136, -3.0794, -2.3016], [0.4441, -1.1236, 0.6679], [0.7938, 0.9366, 0.1703], [-1.7628, 1.9148, 0.5183], [-1.1216, -1.0790, 0.5276], [-1.3702, 0.2645, -1.1550], [-0.0659, -2.0734, -0.8979], [0.1164, 0.1583, 0.6066]], "lowdin_charge": [0.0813, -0.0218, 0.2343, 0.0306, -0.3443, 0.0036, 0.0545, 0.1883, 0.0928, 0.2310, 0.1577, 0.1157, 0.0613, 0.1150]}

- Number 1 is which compound?
  C3H8N3